The following is a quantum chemistry calculation of a 3-piece molecular cluster, C17H40BNO11 overall, from OMol25.

Element x y z (Å)
C -1.343 -0.371 -1.204
C -2.213 0.857 -1.061
O -3.549 0.565 -1.399
C -4.384 1.688 -1.286
C -5.773 1.337 -1.763
O -6.285 0.264 -1.010
C -7.387 -0.381 -1.625
B -8.224 -1.101 -0.492
O -8.061 -2.431 -0.168
O -9.179 -0.340 0.174
N -9.494 -0.708 1.567
O -8.601 -0.516 2.261
H -1.445 -0.812 -2.197
H -0.306 -0.037 -1.106
H -1.526 -1.118 -0.432
H -1.819 1.653 -1.711
H -2.162 1.236 -0.029
H -4.005 2.503 -1.922
H -4.413 2.042 -0.246
H -5.750 1.092 -2.833
H -6.414 2.223 -1.639
H -7.042 -1.093 -2.385
H -8.039 0.355 -2.120
H -8.895 -2.908 -0.122
C 3.976 5.414 -4.203
O 3.667 4.632 -3.073
C 2.407 4.965 -2.524
C 1.949 3.904 -1.549
O 1.378 2.762 -2.167
C 2.285 1.842 -2.761
C 3.010 0.968 -1.764
O 4.098 1.655 -1.176
C 4.552 0.986 -0.021
H 3.993 6.483 -3.958
H 4.964 5.115 -4.547
H 3.252 5.250 -5.009
H 1.661 5.066 -3.322
H 2.482 5.927 -1.995
H 1.142 4.335 -0.952
H 2.764 3.627 -0.876
H 2.989 2.358 -3.417
H 1.660 1.189 -3.374
H 3.380 0.069 -2.277
H 2.301 0.654 -0.986
H 3.765 0.940 0.740
H 5.401 1.540 0.375
H 4.869 -0.038 -0.253
C 0.724 -1.894 5.621
O 1.116 -2.566 4.448
C 0.758 -1.852 3.281
C 1.478 -2.405 2.072
O 2.817 -1.952 1.942
C 3.780 -2.547 2.797
C 4.189 -3.942 2.383
O 3.230 -4.892 2.804
C 3.410 -6.140 2.177
H -0.361 -1.735 5.649
H 1.010 -2.516 6.467
H 1.223 -0.921 5.707
H 1.010 -0.789 3.395
H -0.326 -1.935 3.118
H 0.965 -2.028 1.185
H 1.425 -3.496 2.062
H 3.447 -2.540 3.837
H 4.662 -1.908 2.715
H 5.162 -4.178 2.838
H 4.301 -3.975 1.291
H 3.287 -6.059 1.090
H 2.654 -6.816 2.570
H 4.403 -6.555 2.388

Cartesian forces (eV/Å) of the 2 atoms listed first:
0.4 0.2 0.0
0.1 0.1 0.1

- ΔE to the lowest compared entry with this formula, charge and spin (kJ/mol) = 322.5
- SMILES string = CCOCCOCB(O)ON=O.COCCOCCOC.COCCOCCOC
- largest force on an atom (eV/A) = 0.646
- E_HOMO (Ha) = -0.341

=====

The following is a quantum chemistry calculation of a 5-piece molecular cluster, C17H40Cl2NO16P4 overall in a non-equilibrium geometry, from OMol25.

Element x y z (Å)
C 2.896 -2.269 1.655
C 2.211 -1.690 0.833
N 1.376 -0.962 0.089
C 0.600 -0.263 0.961
Cl 1.183 1.395 1.478
C -0.533 -0.741 1.470
C -1.035 -2.094 1.088
Cl -1.495 0.173 2.614
H 3.321 -2.629 2.555
H -2.109 -2.173 1.248
H -0.563 -2.843 1.731
H -0.761 -2.342 0.067
C 8.495 -2.448 6.632
O 7.871 -1.775 5.530
P 7.423 -2.675 4.202
O 8.709 -2.548 3.444
O 6.271 -1.648 3.805
C 6.606 -0.310 3.451
O 6.700 -3.834 3.318
C 7.370 -5.099 3.197
H 8.718 -1.702 7.391
H 7.829 -3.196 7.064
H 9.425 -2.922 6.309
H 7.611 -0.253 3.034
H 6.535 0.336 4.326
H 5.882 0.016 2.708
H 7.868 -5.389 4.121
H 8.102 -5.039 2.394
H 6.619 -5.846 2.952
C 7.609 -0.854 0.175
O 7.825 -0.304 -1.142
P 6.511 0.155 -1.986
O 6.117 -1.016 -2.793
O 7.304 1.287 -2.816
C 8.193 0.870 -3.841
O 5.250 1.095 -1.788
C 4.078 0.506 -1.138
H 8.578 -1.110 0.593
H 7.132 -0.123 0.823
H 6.992 -1.753 0.118
H 7.890 -0.088 -4.265
H 9.209 0.790 -3.447
H 8.176 1.627 -4.624
H 4.367 -0.170 -0.336
H 3.485 -0.029 -1.872
H 3.479 1.309 -0.719
C -1.880 3.025 0.577
O -2.428 3.367 -0.728
P -4.042 3.574 -0.869
O -4.513 2.240 -1.327
O -3.806 4.619 -2.080
C -3.293 4.121 -3.309
O -5.401 4.369 -0.489
C -6.243 3.778 0.520
H -0.806 2.922 0.478
H -2.096 3.820 1.293
H -2.296 2.084 0.934
H -3.563 3.075 -3.457
H -2.207 4.223 -3.330
H -3.721 4.719 -4.112
H -5.663 3.313 1.316
H -6.887 3.032 0.059
H -6.854 4.571 0.946
C -11.002 -2.348 -2.052
O -11.574 -1.087 -2.447
P -10.558 0.151 -2.752
O -10.406 0.878 -1.478
O -11.544 0.846 -3.808
C -12.701 1.517 -3.318
O -9.285 0.451 -3.661
C -7.985 0.124 -3.108
H -11.820 -3.044 -1.886
H -10.357 -2.746 -2.836
H -10.434 -2.235 -1.126
H -12.544 1.892 -2.307
H -13.558 0.841 -3.329
H -12.901 2.355 -3.982
H -8.021 -0.796 -2.528
H -7.641 0.941 -2.479
H -7.291 -0.008 -3.933

Cartesian forces (eV/Å) of the 2 atoms listed first:
0.0 0.1 0.0
-0.3 0.3 0.1

- largest force on an atom (eV/A) = 7.178
- E_HOMO (Ha) = -0.143
- net charge = -1

=====

The following is a quantum chemistry calculation of C17H40CoN4O2PS4 as an isolated structure, from OMol25.

Element x y z (Å)
Co 0.624 0.427 -1.140
C -2.385 -1.384 -2.427
C -3.166 -0.094 -2.194
S -2.525 0.768 -0.739
C -3.150 2.435 -1.067
C -2.449 3.458 -0.174
S -0.656 3.312 -0.025
C -0.043 4.040 -1.558
C -0.243 3.261 -2.855
S 0.687 1.700 -2.969
C -0.347 0.844 -4.192
C -0.166 -0.660 -4.053
S -0.571 -1.315 -2.415
H -2.693 -1.846 -3.366
H -2.621 -2.100 -1.638
H -4.219 -0.345 -2.062
H -3.095 0.571 -3.055
H -4.224 2.479 -0.879
H -2.995 2.660 -2.123
H -2.802 3.349 0.853
H -2.714 4.468 -0.492
H 1.017 4.214 -1.374
H -0.505 5.021 -1.680
H 0.093 3.881 -3.687
H -1.296 3.036 -3.012
H -0.059 1.172 -5.192
H -1.384 1.130 -4.023
H 0.879 -0.937 -4.199
H -0.758 -1.185 -4.805
N 4.467 -1.169 -1.462
C 3.304 -0.520 -1.279
O 2.314 -0.786 -1.967
C 3.236 0.499 -0.171
C 2.093 1.493 -0.393
H 4.537 -1.854 -2.195
H 5.293 -0.914 -0.951
H 4.214 0.979 -0.062
H 3.067 -0.074 0.748
H 2.454 2.305 -1.032
H 1.820 1.947 0.562
C 0.712 1.184 3.024
N 0.958 -0.252 3.019
C 1.849 -0.730 4.065
P 0.281 -1.203 1.867
O 0.500 -0.678 0.491
N -1.317 -1.323 2.239
C -1.950 -0.893 3.473
C -2.172 -2.096 1.350
N 0.910 -2.718 1.959
C 0.448 -3.718 2.908
C 2.063 -3.115 1.164
H 0.275 1.494 3.979
H 0.024 1.452 2.223
H 1.641 1.742 2.877
H 1.535 -0.322 5.029
H 2.881 -0.416 3.885
H 1.825 -1.814 4.136
H -1.267 -0.288 4.062
H -2.266 -1.750 4.079
H -2.836 -0.296 3.245
H -1.625 -2.350 0.442
H -3.056 -1.516 1.077
H -2.498 -3.028 1.825
H -0.395 -3.340 3.483
H 1.243 -3.994 3.607
H 0.133 -4.623 2.383
H 2.288 -2.349 0.427
H 1.845 -4.044 0.630
H 2.941 -3.282 1.796

Cartesian forces (eV/Å) of the 2 atoms listed first:
0.0 -0.1 -0.1
0.0 0.0 0.0

- ΔE to the lowest compared entry with this formula, charge and spin (kJ/mol) = 0.0
- ⟨S²⟩ = 0.7814
- largest force on an atom (eV/A) = 0.191
- E_HOMO (spin up / spin down) (Ha) = -0.391 / -0.385
- net charge = +1
- 2S+1 = 2